# 1
Entry from the OMol25 dataset: a molecular structure, C48H55IrN3OP2S in a non-equilibrium geometry (wB97M-V/def2-TZVPD).

Its expectation value of S² is 0.769. Its LUMO energy (spin up / spin down) is -0.38 / -0.47 eV. Its total energy is -89438.763 eV. The value obtained for the highest occupied orbital energy (spin up / spin down) is -6.3 / -6.3 eV. As for the spin multiplicity: 2. Its charge is 0.

The geometry in XYZ format:
```
111
Properties=species:S:1:pos:R:3:forces:R:3
Ir 0.260 0.321 -0.158 0.5318 -0.5298 -1.2160
O 2.973 -0.557 -0.855 0.8260 -0.1884 0.6991
C 2.269 -0.372 0.112 -2.4965 0.9736 -1.7247
C 2.651 -0.662 1.496 1.3059 -0.7888 1.3083
C 3.806 -1.434 1.712 -0.3578 0.3389 -0.2208
C 4.206 -1.759 2.989 0.1147 -0.1061 0.2805
C 3.472 -1.319 4.087 0.0160 -0.0082 -0.1544
C 2.330 -0.562 3.889 -0.0233 0.0198 0.1030
C 1.907 -0.235 2.603 0.2922 -0.0649 -0.3802
P 0.392 0.701 2.231 0.1678 -0.3141 -0.1247
C -0.653 0.288 3.689 -0.1586 -0.1514 -0.1199
C -0.810 -1.052 4.045 0.1312 0.0253 0.0421
C -1.619 -1.415 5.108 -0.0121 -0.0502 0.0311
C -2.293 -0.443 5.834 -0.0232 0.0489 -0.0109
C -2.145 0.891 5.490 -0.0584 0.0024 0.0278
C -1.337 1.255 4.422 0.1393 -0.0232 -0.0029
C 0.772 2.445 2.652 0.0339 -0.0994 -0.1640
C -0.017 3.453 2.102 -0.0161 -0.0411 0.0461
C 0.217 4.779 2.421 -0.0498 0.0462 0.0678
C 1.251 5.113 3.284 0.0032 0.0328 -0.0272
C 2.058 4.117 3.813 0.0360 0.0071 0.0471
C 1.819 2.787 3.500 -0.0386 -0.0207 -0.0243
H 4.358 -1.769 0.844 -0.0013 0.0003 -0.0273
H 5.092 -2.362 3.143 -0.0016 -0.0113 -0.0055
H 3.785 -1.575 5.091 -0.0026 0.0001 0.0158
H 1.748 -0.237 4.742 -0.0010 0.0025 0.0195
H -0.275 -1.814 3.494 -0.0383 0.0792 0.1249
H -1.724 -2.459 5.374 0.0129 -0.0148 -0.0193
H -2.928 -0.723 6.664 0.0074 -0.0087 0.0104
H -2.660 1.658 6.055 -0.0096 0.0035 -0.0055
H -1.230 2.302 4.171 0.0005 0.0189 0.0276
H -0.803 3.191 1.404 0.0251 0.0214 -0.0088
H -0.399 5.557 1.989 -0.0118 -0.0062 -0.0046
H 1.436 6.149 3.534 0.0123 0.0108 -0.0096
H 2.880 4.377 4.467 0.0028 -0.0076 0.0044
H 2.461 2.014 3.901 0.0198 0.0318 0.0332
C -2.126 1.917 -3.120 -0.0026 0.0424 0.1758
C -2.606 2.055 -1.675 0.0795 -0.1790 -0.0498
C -4.089 2.428 -1.667 0.0942 0.0527 0.0671
P -2.054 0.574 -0.640 -0.5073 0.3148 0.0088
C -3.391 0.560 0.659 0.3109 0.0109 0.1166
C -3.366 -0.738 1.460 0.0233 -0.0064 -0.0586
C -3.237 1.762 1.586 -0.1079 -0.0627 -0.1779
C -2.429 -0.948 -1.525 0.2728 0.1871 -0.0910
C -3.656 -1.178 -2.144 -0.0025 -0.2753 -0.0660
C -3.973 -2.394 -2.725 -0.1923 0.1360 -0.0105
C -5.320 -2.654 -3.346 0.1800 -0.0634 -0.0352
C -2.998 -3.397 -2.687 0.0487 0.1418 0.1054
C -1.783 -3.206 -2.074 0.0980 -0.0838 0.0296
C -1.455 -1.976 -1.444 -0.1941 0.0441 -0.0277
N -0.304 -1.797 -0.768 0.2834 1.9068 0.6145
C 0.628 -2.832 -0.584 0.3882 -0.3340 0.2781
C 1.631 -3.133 -1.518 -0.1832 -0.0241 -0.0308
C 1.665 -2.470 -2.863 0.0119 0.0738 0.0768
C 2.615 -4.055 -1.182 0.0133 -0.0597 0.0340
C 2.634 -4.706 0.043 -0.0415 0.0313 0.0007
C 3.726 -5.681 0.394 -0.1109 0.0148 -0.0516
C 1.590 -4.460 0.926 0.0603 -0.0229 0.0073
C 0.589 -3.549 0.625 -0.0990 0.0490 -0.0930
C -0.567 -3.341 1.559 0.1299 0.0343 -0.1201
H -2.355 2.827 -3.683 -0.0292 -0.0068 0.0070
H -2.613 1.072 -3.609 0.0127 -0.0049 -0.0396
H -1.050 1.735 -3.129 -0.0568 -0.0451 -0.1302
H -2.049 2.882 -1.214 -0.0118 -0.0236 0.0278
H -4.704 1.656 -2.128 -0.0252 -0.0006 -0.0024
H -4.218 3.341 -2.254 -0.0395 -0.0030 -0.0221
H -4.471 2.628 -0.668 -0.0621 -0.0235 -0.0351
H -4.343 0.613 0.124 0.0481 0.0096 -0.0315
H -2.425 -0.837 2.002 -0.0362 -0.0190 -0.0214
H -3.485 -1.606 0.812 0.0156 -0.0271 0.0187
H -4.176 -0.742 2.193 0.0041 0.0207 0.0279
H -2.291 1.686 2.117 -0.0441 0.0612 0.0246
H -4.036 1.784 2.329 -0.0027 0.0224 0.0214
H -3.247 2.706 1.038 0.0096 0.0553 0.0741
H -4.396 -0.386 -2.156 -0.0410 -0.0164 -0.0021
H -5.993 -1.810 -3.200 -0.0181 0.0037 -0.0166
H -5.779 -3.539 -2.901 -0.0825 0.0220 -0.0324
H -5.227 -2.838 -4.420 -0.0857 0.0140 -0.0155
H -3.217 -4.355 -3.148 0.0400 -0.0356 0.0214
H -1.054 -4.007 -2.043 -0.0191 -0.0255 -0.0174
H 0.677 -2.470 -3.328 0.0065 0.0023 -0.0308
H 2.369 -2.979 -3.521 -0.0163 -0.0363 -0.0208
H 1.987 -1.436 -2.744 -0.0130 -0.0126 -0.0620
H 3.400 -4.261 -1.903 0.0143 0.0165 -0.0054
H 4.653 -5.429 -0.119 0.0267 -0.0229 0.0154
H 3.444 -6.695 0.101 0.0515 -0.0213 0.0171
H 3.908 -5.682 1.469 0.0468 -0.0273 0.0030
H 1.558 -4.986 1.875 0.0017 0.0122 0.0206
H -0.344 -3.740 2.549 -0.0318 -0.0317 0.0049
H -1.458 -3.847 1.178 -0.0413 0.0343 0.0089
H -0.803 -2.280 1.626 -0.0552 -0.0858 -0.0354
C 0.459 3.715 -4.799 0.0413 0.0242 -0.0635
C 1.638 3.403 -3.945 -0.1710 0.0735 0.2384
C 2.903 3.191 -4.413 0.1651 -0.0347 -0.1413
C 3.912 2.824 -3.503 -0.3860 -0.0468 0.2773
N 3.655 2.656 -2.213 0.5383 0.0803 -0.2850
C 2.426 2.847 -1.758 -0.9287 0.0784 0.3197
S 1.973 2.580 -0.151 -0.5236 -0.2975 0.3249
N 1.433 3.290 -2.612 0.6990 -0.3193 -0.4947
C 5.306 2.545 -3.951 0.0299 0.0613 -0.1088
H 0.774 3.935 -5.816 0.0044 0.0245 -0.0019
H -0.090 4.570 -4.403 -0.0317 -0.0087 -0.0025
H -0.214 2.856 -4.819 0.0264 0.0468 -0.0031
H 3.115 3.279 -5.469 -0.0326 0.0073 -0.0063
H 0.499 3.334 -2.226 -0.0055 -0.0047 0.0757
H 5.426 2.737 -5.016 0.0468 -0.0008 0.0031
H 5.548 1.502 -3.744 -0.0215 0.0002 0.0335
H 6.007 3.160 -3.386 -0.0069 -0.0063 0.0195
C 0.514 0.479 -2.184 0.2565 -0.5281 0.5925
H 0.040 -0.217 -2.874 -0.1987 0.0805 0.0370
H 1.443 0.874 -2.592 0.0008 -0.1925 0.0730
```
Positions in Å, forces in eV/Å.

***

# 2
Entry from the OMol25 dataset: 6 unconnected molecules or ions with the total composition C48H55N10O5PS in a non-equilibrium geometry (wB97M-V/def2-TZVPD).

Its LUMO energy is -0.73 eV. Its total energy is -95931.577 eV. The value obtained for the highest occupied orbital energy is -8.6 eV. The SMILES is CC(=O)N(C)CCCCc1cc(P(=N)(O)O)c(S)c2c1C(=O)c1cccc(CC(N)(N)N)c1C2=O.c1ccncc1.c1ccncc1.c1ccncc1.c1ccncc1.c1ccncc1. As for the spin multiplicity: 1. Its charge is 0.

The geometry in XYZ format:
```
120
Properties=species:S:1:pos:R:3:forces:R:3
C 2.305 1.286 -2.056 -0.3592 -0.0095 0.3107
C 3.710 1.674 -2.394 -0.6067 0.0699 0.1596
O 4.303 1.109 -3.269 0.5873 -0.1136 -0.4126
N 4.274 2.738 -1.605 0.7982 -0.0079 0.1554
C 5.375 2.148 -0.796 -0.6969 -0.0112 -0.4327
C 4.790 3.831 -2.456 -0.2984 0.0738 -0.4530
C 3.922 5.078 -2.330 -0.0923 -0.4537 -0.3916
C 2.635 4.871 -3.119 -0.4205 0.3078 0.3598
C 1.511 5.855 -2.723 0.2199 0.0252 0.1677
C 0.462 5.243 -1.836 -0.0034 -0.1416 -0.1770
C 0.403 5.616 -0.501 0.1385 -0.0092 0.1390
C -0.511 5.096 0.407 -0.3002 0.2089 -0.2001
P -0.464 5.628 2.132 -0.0368 -1.1712 0.6785
N -0.029 4.519 3.119 -0.2142 0.6453 -0.0863
O -1.892 6.294 2.492 0.0938 0.1422 -0.3735
O 0.522 6.879 2.049 -0.1125 0.2831 -0.2394
C -1.452 4.146 -0.025 0.3776 -0.3252 -0.4744
S -2.657 3.531 1.118 -0.1971 0.4019 0.3246
C -1.424 3.783 -1.382 -0.0039 0.1093 0.1687
C -0.489 4.321 -2.283 -0.1893 -0.0336 0.5882
C -0.649 3.896 -3.707 -0.3931 0.0385 0.1877
O 0.256 3.679 -4.466 0.7766 0.1906 -0.3673
C -2.058 3.750 -4.151 -0.2191 0.0901 -0.0087
C -2.426 4.164 -5.422 -0.1907 -0.2953 0.3679
C -3.760 4.045 -5.784 0.1291 -0.0293 0.2255
C -4.688 3.511 -4.896 0.1370 0.2173 -0.3356
C -4.331 3.069 -3.624 0.5610 -0.0649 0.1918
C -5.386 2.526 -2.704 -0.0212 -0.0369 -0.0963
C -5.837 1.056 -2.984 -0.1920 0.1792 0.2463
N -5.243 0.075 -2.063 -0.0757 0.0171 -0.3800
N -5.531 0.698 -4.355 -0.1564 -0.1789 -0.0369
N -7.287 1.014 -2.817 0.1573 -0.0340 -0.0572
C -2.983 3.203 -3.256 -0.3307 0.2931 -0.5410
C -2.435 2.826 -1.934 0.2966 0.6614 -0.3588
O -2.751 1.824 -1.358 -0.3533 -0.9244 0.5719
H 1.772 2.072 -1.531 -0.0093 0.1239 0.0257
H 2.311 0.413 -1.406 0.1231 -0.1177 0.1155
H 1.778 1.000 -2.958 -0.0580 -0.0301 -0.2067
H 4.943 1.422 -0.113 0.0685 0.0023 0.2663
H 5.866 2.947 -0.259 0.0580 0.0387 0.2488
H 6.087 1.628 -1.437 0.2517 0.0274 -0.0230
H 4.759 3.520 -3.502 0.1688 -0.0810 -0.1095
H 5.834 4.048 -2.251 0.1375 -0.0590 0.3183
H 3.680 5.229 -1.280 0.1231 0.2303 0.1485
H 4.465 5.925 -2.743 0.0686 0.2981 0.1982
H 2.799 4.929 -4.189 0.2072 -0.0649 -0.1754
H 2.275 3.873 -2.911 -0.1045 -0.3301 -0.1146
H 1.044 6.325 -3.584 -0.0710 -0.1511 -0.2652
H 1.967 6.669 -2.162 -0.0119 0.1807 0.0323
H 1.129 6.330 -0.141 0.0025 0.1303 0.0038
H -0.778 4.374 3.788 0.1370 -0.3719 0.1325
H -2.560 6.142 1.813 -0.1093 0.0774 0.0987
H 0.440 7.371 2.877 0.2871 0.0831 0.0383
H -2.581 2.212 0.942 0.2418 -0.0165 -0.1825
H -1.681 4.584 -6.078 0.0681 0.0040 -0.1374
H -4.065 4.389 -6.760 -0.1827 -0.0047 -0.1005
H -5.718 3.446 -5.211 -0.1192 -0.0947 0.0867
H -5.073 2.586 -1.668 0.1601 0.0256 0.1749
H -6.246 3.184 -2.794 -0.2105 -0.0405 -0.1982
H -5.149 0.474 -1.138 0.0872 -0.0340 0.1240
H -4.316 -0.165 -2.384 0.1997 0.0379 0.1922
H -4.536 0.542 -4.467 0.0530 0.0490 -0.0477
H -5.998 -0.179 -4.558 -0.0246 0.0108 -0.0772
H -7.519 0.092 -2.467 -0.1038 -0.0101 0.0111
H -7.575 1.686 -2.120 -0.1089 0.0155 0.0633
N -3.117 1.126 3.201 -0.1722 -0.1124 -0.0159
C -2.314 0.458 4.026 0.0998 0.0735 -0.0398
C -2.754 -0.541 4.882 -0.0470 0.0415 -0.0300
C -4.101 -0.864 4.886 -0.0344 0.0084 0.0655
C -4.951 -0.176 4.034 0.0482 0.0208 0.0070
C -4.411 0.804 3.215 0.0329 0.0361 -0.0369
H -1.268 0.745 3.994 0.0064 -0.0258 0.0214
H -2.055 -1.054 5.529 0.0131 0.0006 -0.0021
H -4.480 -1.642 5.535 0.0256 -0.0681 -0.0494
H -6.009 -0.394 4.003 -0.0063 0.0061 -0.0110
H -5.042 1.364 2.532 -0.0347 -0.0243 0.0212
N -4.938 -3.942 6.210 -0.0787 -0.0476 0.0987
C -5.301 -3.848 7.489 0.0482 0.0506 -0.0321
C -6.081 -4.792 8.139 0.0156 0.0083 -0.0291
C -6.513 -5.895 7.421 -0.0822 -0.0976 -0.0110
C -6.146 -6.008 6.090 0.0191 0.0445 0.0453
C -5.359 -5.009 5.535 0.0695 0.0441 -0.0797
H -4.945 -2.968 8.015 -0.0210 -0.0171 0.0395
H -6.342 -4.666 9.180 0.0101 0.0006 0.0080
H -7.121 -6.655 7.895 0.0412 0.0014 0.0486
H -6.460 -6.852 5.491 0.0020 0.0063 -0.0218
H -5.047 -5.061 4.497 -0.0271 -0.0329 -0.0054
N 9.933 0.608 -3.144 -0.0376 -0.0383 -0.0025
C 8.620 0.790 -3.272 0.0575 0.0624 -0.0087
C 7.677 -0.196 -3.023 -0.0595 -0.0315 -0.0168
C 8.123 -1.444 -2.620 -0.0034 -0.0243 0.0059
C 9.486 -1.652 -2.483 -0.0251 0.0112 0.0152
C 10.344 -0.597 -2.754 0.0675 0.0469 -0.0035
H 8.312 1.779 -3.593 -0.0534 -0.0161 -0.0005
H 6.621 0.012 -3.147 0.0048 0.0275 -0.0392
H 7.420 -2.242 -2.417 -0.0024 -0.0003 -0.0067
H 9.879 -2.610 -2.171 0.0272 0.0131 0.0276
H 11.418 -0.717 -2.656 -0.0069 -0.0445 0.0190
N 10.247 -5.399 -5.655 0.0394 0.0427 -0.0206
C 10.325 -4.206 -5.070 -0.0441 -0.0706 0.0074
C 10.942 -3.105 -5.643 0.0137 0.0009 -0.0067
C 11.516 -3.252 -6.895 0.0217 0.0249 -0.0261
C 11.447 -4.487 -7.518 -0.0074 0.0197 0.0241
C 10.803 -5.523 -6.858 -0.0351 -0.0660 0.0248
H 9.863 -4.134 -4.092 0.0014 0.0529 0.0002
H 10.968 -2.158 -5.121 -0.0258 -0.0009 0.0117
H 12.008 -2.417 -7.377 -0.0013 0.0024 0.0018
H 11.882 -4.647 -8.496 -0.0061 -0.0184 -0.0051
H 10.724 -6.505 -7.313 0.0258 0.0147 -0.0368
N -6.591 -8.615 9.667 -0.0346 -0.0599 -0.0058
C -5.956 -9.418 8.815 0.0102 0.1018 -0.0307
C -5.837 -10.788 8.992 -0.0100 -0.0031 0.0263
C -6.408 -11.357 10.118 0.0021 -0.0409 0.0085
C -7.070 -10.536 11.017 0.0210 -0.0068 -0.0258
C -7.134 -9.178 10.745 -0.0121 0.0877 -0.0019
H -5.520 -8.931 7.948 0.0166 -0.0388 -0.0137
H -5.311 -11.390 8.265 0.0087 0.0133 -0.0115
H -6.337 -12.422 10.294 -0.0005 -0.0003 -0.0005
H -7.529 -10.938 11.909 -0.0092 0.0152 0.0081
H -7.645 -8.502 11.421 -0.0096 -0.0365 0.0288
```
Positions in Å, forces in eV/Å.